(1)
Entry from OMol25: 12 unconnected molecules or ions with the total composition C8H38BF4O11 (ωB97M-V with the def2-TZVPD basis set).

The geometry in XYZ format:
```
62
Properties=species:S:1:pos:R:3:mulliken_charge:R:1
B 0.3972 0.8046 -0.3441 0.290
F -0.4056 0.0562 -1.1471 -0.194
F -0.3984 1.9541 -0.0840 -0.161
F 0.6547 0.1108 0.7478 0.094
F 1.5263 1.1457 -1.0131 -0.238
C -2.9035 4.1283 0.6683 -0.506
O -3.0271 3.3171 -0.4637 -0.586
H -3.3006 5.1339 0.5303 0.351
H -3.4830 3.8091 1.5345 0.221
H -1.8914 4.1566 1.0718 0.154
H -2.4531 2.5751 -0.2599 0.276
C -1.5699 -3.2030 -0.4030 -0.562
O -2.4668 -4.0194 0.3260 -0.536
H -0.5364 -3.5495 -0.3978 0.388
H -1.6295 -3.3895 -1.4753 0.422
H -1.6515 -2.1488 -0.1382 -0.041
H -2.1395 -4.9168 0.2295 0.288
C 1.2172 -3.0073 2.4404 -0.329
O 2.5013 -2.5529 2.0689 -0.554
H 0.8038 -2.6302 3.3759 0.282
H 0.5381 -2.7108 1.6410 -0.027
H 1.1387 -4.0694 2.6726 0.335
H 2.5056 -1.6005 1.9481 0.297
C 4.3704 -0.3089 -0.2749 -0.255
O 3.8710 0.0715 -1.5417 -0.329
H 4.0174 -1.3139 -0.0436 0.304
H 5.4587 -0.2592 -0.3090 0.315
H 3.9726 0.4245 0.4265 0.047
H 2.9464 0.2885 -1.4018 0.507
C 2.4791 1.2696 3.1239 -0.082
O 3.6183 0.8017 3.8839 -0.555
H 2.3123 2.3414 3.2312 0.367
H 2.5919 0.9526 2.0872 -0.241
H 1.6154 0.6455 3.3533 0.220
H 4.4001 1.2946 3.6244 0.293
C -2.6634 -0.2045 2.2507 -0.792
O -2.0575 0.8991 1.6597 -0.347
H -1.9335 -0.5779 2.9690 0.261
H -3.5375 0.1120 2.8198 0.257
H -2.9041 -0.9693 1.5124 0.247
H -1.3757 0.5606 1.0748 0.000
C -3.4972 -0.5809 -2.2202 -0.043
O -4.8988 -0.4292 -2.1833 -0.564
H -3.0984 -0.2515 -3.1797 0.319
H -2.9188 0.0350 -1.5317 -0.180
H -3.1818 -1.6028 -2.0100 0.105
H -5.0791 0.4675 -1.8920 0.343
C 1.1916 -2.5131 -4.4916 -0.511
O 0.0864 -2.1746 -3.7332 -0.236
H 1.1211 -3.5845 -4.6791 0.240
H 1.2543 -1.9178 -5.4025 0.312
H 2.0570 -2.1631 -3.9288 0.208
H 0.0494 -1.2163 -3.7776 0.311
O 2.8884 3.3402 -0.2652 -0.691
H 2.2937 2.6126 -0.4469 0.376
H 2.3204 4.0395 0.0582 0.335
O 0.0646 0.7028 -3.6750 -0.805
H 0.1999 0.3604 -2.7914 0.321
H -0.1725 1.6208 -3.5430 0.315
O -0.3388 2.7688 2.9185 -0.672
H -1.0749 2.1927 2.7122 0.431
H 0.1251 2.8722 2.0876 0.201
```

The spin multiplicity is 2. The value obtained for the calculated total energy is -42979.263 eV.

***

(2)
Entry from OMol25: 11 unconnected molecules or ions with the total composition C8H38O15 (ωB97M-V with the def2-TZVPD basis set).

The geometry in XYZ format:
```
61
Properties=species:S:1:pos:R:3:mulliken_charge:R:1
O -6.9960 -29.7630 -8.6340 -0.689
H -6.6360 -29.7150 -7.7670 0.260
H -6.6020 -30.3020 -9.3360 0.482
O -2.6620 -29.0030 -10.7220 -0.763
H -2.0200 -29.2160 -11.3860 0.249
H -2.0410 -28.7870 -9.9850 0.309
O -8.1570 -28.0310 -11.4150 -0.587
H -8.9730 -28.0220 -11.9750 0.286
H -7.4290 -28.1010 -12.0460 0.255
O -2.3310 -31.1080 -14.1930 -0.604
H -1.6330 -31.2500 -13.5710 0.293
H -1.9090 -30.5780 -14.8710 0.243
O -6.1580 -27.5800 -13.3310 -0.643
H -5.4040 -27.7790 -12.7760 0.297
H -5.9310 -26.7060 -13.6400 0.291
O -5.1540 -27.8460 -10.7320 -0.542
H -5.7430 -27.6950 -10.0470 0.290
H -4.3710 -28.2730 -10.4170 0.313
O -4.4490 -28.7700 -14.9890 -0.701
H -5.3240 -28.4400 -14.8110 0.374
H -4.6580 -29.7230 -14.8350 0.366
C -5.3280 -32.6940 -6.9700 -0.190
C -4.5040 -33.5980 -7.9340 0.267
O -3.4940 -34.1720 -7.1910 -0.558
O -6.4910 -32.3960 -7.6310 -0.540
H -4.7010 -31.8000 -6.7500 0.200
H -5.6230 -33.1550 -6.0270 0.278
H -3.9730 -33.1770 -8.7910 -0.424
H -5.1220 -34.3800 -8.3700 0.325
H -2.8960 -33.4770 -7.0070 0.324
H -6.3860 -31.9330 -8.4460 0.379
C -6.0850 -31.3410 -11.6020 0.169
C -4.8110 -31.3480 -12.3800 -0.554
O -4.9230 -31.2810 -13.7800 -0.524
O -5.8990 -31.5510 -10.1830 -0.497
H -6.7500 -32.1470 -11.8820 0.273
H -6.5390 -30.3120 -11.8620 -0.256
H -4.2470 -32.3110 -12.1980 0.233
H -4.0470 -30.5950 -12.1580 0.493
H -3.9850 -31.3800 -14.0670 0.507
H -5.0240 -31.8300 -10.0740 0.314
C -1.5330 -32.0850 -10.0890 -0.702
C -0.9000 -32.3040 -11.5420 -0.355
O -0.6720 -30.9790 -11.8410 -0.379
O -2.8280 -31.5990 -10.2960 -0.048
H -0.9610 -31.3350 -9.5370 0.324
H -1.6460 -33.0050 -9.5520 0.417
H -1.6820 -32.8200 -12.1940 0.185
H 0.0910 -32.8960 -11.4090 0.375
H 0.2390 -30.8860 -12.0430 0.218
H -2.6940 -30.6910 -10.4740 -0.010
C -9.8530 -29.7330 -14.9360 -0.661
C -8.6170 -30.2500 -14.3510 0.402
O -7.5140 -30.1780 -15.2800 -0.577
O -10.8730 -29.6180 -13.9440 -0.518
H -10.3400 -30.3360 -15.7850 0.287
H -9.6200 -28.8160 -15.4140 0.338
H -8.6680 -31.2680 -14.1370 0.322
H -8.3790 -29.7690 -13.4220 -0.202
H -6.8480 -30.7820 -14.9740 0.269
H -11.5520 -29.1230 -14.4250 0.317
```

For the energy relative to the best compared isomer or geometry (same formula, charge and spin), the calculation gives 71.80 kcal per mole.

***

(3)
Entry from OMol25: C8H4Cl4O in the gas phase (ωB97M-V with the def2-TZVPD basis set).

The geometry in XYZ format:
```
17
Properties=species:S:1:pos:R:3:mulliken_charge:R:1
C -2.1033 -0.1750 0.3513 0.280
C -1.1925 -1.1071 0.0058 -0.306
C -0.4069 1.0165 -0.6161 -0.015
C 2.2390 0.2558 0.6282 -0.449
C 1.6163 -0.4698 1.5080 -0.503
C 1.3288 -0.7914 0.0693 -0.625
C -1.6356 1.1456 -0.0705 0.083
C 0.0037 -0.4376 -0.6082 1.128
O 0.3590 1.9663 -1.1695 -0.598
Cl -3.5909 -0.4322 1.1193 -0.178
Cl -1.2655 -2.7859 0.2498 -0.180
Cl -2.5500 2.5659 0.1330 -0.195
Cl 0.1624 -0.9120 -2.3469 -0.143
H 0.9862 1.5636 -1.7934 0.356
H 2.9178 1.0317 0.3806 0.411
H 1.3854 -0.7331 2.5105 0.435
H 1.7460 -1.7014 -0.3514 0.497
```

The value obtained for the calculated total energy is -60494.868 eV.

***

(4)
Entry from OMol25: a molecular structure, C8H4Cl4O3Sn (ωB97M-V with the def2-TZVPD basis set).

The geometry in XYZ format:
```
20
Properties=species:S:1:pos:R:3:mulliken_charge:R:1
Sn -0.1973 0.9530 2.1905 0.852
Cl 2.2198 -4.1103 -2.7241 -0.216
C 1.9557 -2.7173 -1.7298 0.540
C 0.7735 -2.6110 -1.0314 -1.016
C 0.6140 -1.5073 -0.2177 0.804
Cl -0.8431 -1.3403 0.7231 -0.191
C 1.5441 -0.4892 -0.0753 0.246
O 1.3524 0.5382 0.7279 -0.792
C 2.7056 -0.6271 -0.8628 0.382
Cl 3.8640 0.6459 -0.8209 -0.183
C 2.9220 -1.7282 -1.6612 -0.783
H 0.0142 -3.3829 -1.1063 0.420
H 3.8390 -1.8104 -2.2258 0.435
Cl -3.0752 0.7207 2.0063 -0.198
C -3.5118 2.3068 1.3120 -0.240
C -2.3052 3.2170 1.0928 0.545
O -2.5332 4.3465 0.7210 -0.573
O -1.1113 2.7105 1.3069 -0.611
H -4.2104 2.7712 2.0040 0.308
H -4.0169 2.1141 0.3707 0.271
```

The value obtained for the calculated total energy is -70425.515 eV.

***

(5)
Entry from OMol25: a molecular structure, C8H4Cl6CrO8S (ωB97M-V with the def2-TZVPD basis set).

The geometry in XYZ format:
```
28
Properties=species:S:1:pos:R:3:mulliken_charge:R:1
Cr 0.2273 0.0478 1.0009 0.618
S -2.0632 0.6517 2.2234 1.393
O -1.4984 -0.6747 1.7117 -0.680
O -2.4221 0.5307 3.6273 -0.699
O -0.7942 1.4798 1.9966 -0.775
O -3.1366 1.1459 1.4068 -0.607
C -1.9905 -0.9695 -1.9278 -0.872
C -0.8041 -0.4873 -1.4332 0.804
C -0.5189 0.9971 -1.4391 0.782
O 0.5114 1.3889 -0.7718 -0.672
C -1.4584 1.8803 -1.9148 -0.871
C -2.7444 1.4663 -2.4040 0.400
C -3.0570 -0.0841 -2.3109 0.587
O -4.2371 -0.3809 -2.2034 -0.650
O -3.6938 2.2208 -2.5513 -0.678
O 0.0139 -1.2456 -0.7704 -0.766
H -2.2057 -2.0159 -1.7509 0.336
H -1.2943 2.9406 -1.7643 0.320
C 2.1272 -3.7658 1.3475 0.078
Cl 1.9637 -5.0789 2.5358 -0.168
Cl 3.8295 -3.4392 1.0457 -0.147
Cl 1.2681 -2.3317 1.8931 0.071
H 1.6442 -4.0884 0.4350 0.264
C 4.0559 2.0337 0.4884 -0.067
Cl 3.3431 2.9862 -0.7872 -0.080
Cl 5.7244 1.5696 0.0651 -0.176
Cl 3.1017 0.6026 0.8569 -0.029
H 4.1082 2.6199 1.3948 0.285
```

For the energy relative to the best compared isomer or geometry (same formula, charge and spin), the calculation gives 39.50 kcal per mole. The spin multiplicity is 5. Its charge is -2.